1.
Below is a 17-piece molecular cluster, H34O17 overall in a non-equilibrium geometry, with properties calculated with ωB97M-V with the def2-TZVPD basis set.

The geometry in ORCA input format:
```
! RIJCOSX wB97M-V def2-TZVPD def2/J DEFGRID3
* xyz 0 1
O 2.638 1.066 1.023
H 2.390 0.924 1.940
H 3.589 1.178 1.095
O -0.221 5.227 -0.648
H -1.016 4.990 -0.149
H -0.087 6.148 -0.580
O 2.721 -1.969 3.084
H 2.775 -2.591 2.328
H 2.251 -2.466 3.784
O -0.278 3.486 2.294
H -0.878 2.699 2.419
H -0.254 3.624 3.257
O -0.402 -2.213 -1.956
H -1.150 -2.824 -1.923
H -0.892 -1.568 -2.526
O 0.601 -1.339 5.163
H -0.211 -0.871 5.006
H 1.183 -0.583 5.314
O -5.013 -1.232 0.894
H -4.737 -2.153 0.719
H -5.928 -1.331 0.477
O 0.966 2.036 -0.689
H 1.213 1.579 0.085
H 1.197 2.979 -0.972
O -2.940 0.828 2.191
H -3.467 0.259 1.709
H -2.877 0.560 3.097
O 2.184 4.164 -2.708
H 2.971 4.454 -3.221
H 1.302 4.161 -3.139
O -1.850 0.565 -1.349
H -1.968 0.004 -0.566
H -1.142 1.163 -0.955
O 6.061 0.829 -0.458
H 5.384 1.459 -0.676
H 5.858 0.097 -1.091
O -2.582 -3.733 1.374
H -2.591 -4.239 0.553
H -1.606 -3.527 1.495
O -2.053 -2.136 -3.937
H -2.863 -2.667 -3.832
H -1.577 -2.907 -4.318
O -3.010 -4.832 -1.988
H -2.230 -4.322 -1.639
H -3.643 -4.327 -1.476
O 1.662 -1.260 -0.240
H 1.388 -0.601 -0.843
H 1.612 -0.653 0.533
O 2.839 0.872 -2.846
H 1.867 0.978 -2.680
H 2.813 0.016 -2.427
*
```

- gap between HOMO and LUMO (eV) = 10.01

---

2.
Below is C4H6OS3 as an isolated structure in a non-equilibrium geometry, with properties calculated with ωB97M-V with the def2-TZVPD basis set.

The geometry in ORCA input format:
```
! RIJCOSX wB97M-V def2-TZVPD def2/J DEFGRID3
* xyz 0 1
C 0.627 -0.935 0.728
C 0.915 0.386 0.134
C -0.811 0.728 -1.198
C -0.502 0.971 0.217
H 1.297 -2.196 -1.123
H -0.480 -1.017 0.470
H 0.712 -0.594 1.814
H 1.963 0.732 0.566
H -0.544 2.200 0.115
H -2.324 0.541 0.832
O -1.368 0.285 1.092
S 1.584 -2.483 0.168
S 0.927 0.463 -1.539
S -1.997 0.918 -2.275
*
```

- gap between HOMO and LUMO (eV) = 8.42

---

3.
Below is a 2-piece molecular cluster, C5H14N2S overall in a non-equilibrium geometry, with properties calculated with ωB97M-V with the def2-TZVPD basis set.

The geometry in ORCA input format:
```
! RIJCOSX wB97M-V def2-TZVPD def2/J DEFGRID3
* xyz 0 1
C 1.884 -1.233 -0.504
C 2.239 -0.670 0.878
S 1.830 1.088 0.995
C 0.476 -0.714 -0.856
N -0.479 -0.968 0.127
C -1.857 -0.457 -0.134
C -2.171 0.878 0.527
N -1.562 1.969 -0.236
H 2.455 -0.616 -1.201
H 1.987 -2.308 -0.596
H 1.874 -1.268 1.710
H 3.330 -0.717 0.932
H 1.195 1.246 -1.131
H 0.837 0.388 -0.987
H 0.073 -1.237 -1.720
H -0.172 -0.519 0.997
H -1.957 -0.332 -1.209
H -2.570 -1.213 0.200
H -1.796 0.922 1.557
H -3.236 1.087 0.540
H -1.811 2.822 0.255
H -0.570 1.852 -0.145
*
```

- gap between HOMO and LUMO (eV) = 7.08

---

4.
Below is C43H38AsFeN5O6PS as an isolated structure, with properties calculated with ωB97M-V with the def2-TZVPD basis set.

The geometry in ORCA input format:
```
! RIJCOSX wB97M-V def2-TZVPD def2/J DEFGRID3
* xyz 1 1
Fe -0.479 0.583 0.320
O 3.252 -1.219 1.051
C 2.106 -0.577 0.923
O 1.194 -0.943 0.207
C 2.009 0.674 1.718
C 3.016 1.213 2.500
C 2.772 2.428 3.127
C 1.562 3.075 2.917
C 0.624 2.467 2.099
N 0.838 1.275 1.560
C -0.704 3.029 1.665
O -1.020 4.273 1.945
O -1.496 2.296 1.098
H 3.236 -2.012 0.492
H 3.955 0.692 2.610
H 3.528 2.877 3.755
H 1.366 4.032 3.380
H -0.236 4.816 2.104
N 4.672 2.972 -5.806
C 3.726 3.031 -4.811
C 3.963 2.426 -3.568
C 2.996 2.449 -2.587
C 1.778 3.074 -2.827
C 1.526 3.674 -4.051
C 2.493 3.655 -5.035
S 0.557 3.108 -1.576
O 1.172 3.540 -0.331
O -0.569 3.855 -2.053
N 0.168 1.554 -1.283
C -0.607 0.840 -2.150
N -1.277 -0.132 -1.452
C -2.032 -0.974 -2.145
C -2.149 -0.860 -3.519
C -1.465 0.187 -4.121
N -0.693 1.039 -3.456
H 5.618 2.758 -5.543
H 4.583 3.611 -6.576
H 4.913 1.941 -3.384
H 3.186 1.990 -1.624
H 0.570 4.147 -4.222
H 2.298 4.123 -5.992
H -2.562 -1.737 -1.591
H -2.759 -1.537 -4.096
H -1.540 0.348 -5.191
C -2.014 -2.335 1.119
C -2.704 -3.340 2.033
As -3.633 -4.715 0.946
C -4.947 -5.271 2.274
C -6.149 -5.814 1.826
C -7.099 -6.263 2.730
C -6.853 -6.185 4.094
C -5.654 -5.657 4.548
C -4.705 -5.201 3.642
C -4.737 -3.419 -0.019
C -4.593 -3.317 -1.400
C -5.277 -2.340 -2.113
C -6.114 -1.458 -1.447
C -6.271 -1.560 -0.070
C -5.587 -2.534 0.640
P -1.420 -0.783 1.881
C -0.233 -1.290 3.166
C 0.523 -2.456 3.052
C 1.508 -2.752 3.984
C 1.748 -1.889 5.043
C 1.000 -0.726 5.167
C 0.021 -0.427 4.232
C -2.883 -0.205 2.785
C -3.146 -0.549 4.110
C -4.343 -0.176 4.702
C -5.289 0.535 3.976
C -5.037 0.873 2.654
C -3.840 0.505 2.060
H -2.729 -1.975 0.374
H -1.181 -2.780 0.564
H -3.446 -2.837 2.654
H -1.991 -3.833 2.694
H -6.352 -5.878 0.763
H -8.032 -6.676 2.369
H -7.593 -6.538 4.801
H -5.454 -5.598 5.610
H -3.775 -4.792 4.017
H -3.945 -4.014 -1.924
H -5.164 -2.274 -3.188
H -6.653 -0.700 -2.000
H -6.932 -0.879 0.452
H -5.718 -2.607 1.715
H 0.352 -3.136 2.228
H 2.081 -3.665 3.888
H 2.509 -2.126 5.775
H 1.174 -0.053 5.998
H -0.567 0.478 4.346
H -2.424 -1.118 4.682
H -4.540 -0.446 5.732
H -6.221 0.826 4.442
H -5.770 1.426 2.082
H -3.650 0.775 1.028
*
```

- gap between HOMO and LUMO (alpha / beta) (eV) = 6.54 / 6.55

---

5.
Below is a 3-piece molecular cluster, C20H29ClN3O8P3 overall in a non-equilibrium geometry, with properties calculated with ωB97M-V with the def2-TZVPD basis set.

The geometry in ORCA input format:
```
! RIJCOSX wB97M-V def2-TZVPD def2/J DEFGRID3
* xyz 0 1
C 3.432 -0.638 2.912
C 3.271 0.623 1.877
P 2.227 0.265 0.318
C 3.274 -0.339 -1.160
C 4.892 -0.132 -1.000
C 1.090 1.751 -0.154
C 1.767 3.243 -0.215
P 3.615 3.661 0.092
O 4.527 3.174 -1.145
C 0.773 4.506 -0.571
C -0.854 4.259 -0.851
P -1.888 5.831 -1.195
O -3.455 5.477 -1.865
Cl -2.199 6.734 0.750
C -1.461 2.707 -0.813
N -2.934 2.560 -1.071
C -3.408 1.135 -1.023
C -2.391 -0.095 -0.710
C -3.063 -1.627 -0.719
C -4.346 -1.756 0.320
N -4.064 -1.130 1.683
N -0.924 -0.021 -0.396
C -0.520 1.425 -0.468
H 3.955 -0.214 3.897
H 4.065 -1.466 2.378
H 2.335 -1.034 3.134
H 2.692 1.478 2.476
H 4.341 1.063 1.663
H 2.828 0.112 -2.169
H 3.084 -1.513 -1.249
H 5.374 0.065 -2.070
H 5.434 -1.096 -0.557
H 5.198 0.786 -0.334
H 3.748 5.124 0.086
H 4.122 3.231 1.373
H 1.238 5.588 -0.623
H -4.030 5.230 -1.057
H -4.544 0.895 -1.237
H -3.505 -1.816 -1.800
H -2.267 -2.463 -0.442
H -5.221 -1.106 -0.164
H -4.757 -2.860 0.392
H -4.241 -0.086 1.625
H -4.796 -1.532 2.338
C 1.114 -1.240 -6.254
C 0.850 -0.681 -4.894
O 1.654 -1.483 -4.050
C 2.657 -1.991 -4.825
O 3.628 -2.589 -4.390
O 2.433 -1.744 -6.148
H 1.052 -0.479 -7.037
H 0.440 -2.065 -6.506
H 1.170 0.362 -4.801
H -0.204 -0.756 -4.611
C -1.909 -4.074 4.710
C -2.494 -3.851 6.066
O -3.593 -2.997 5.810
C -3.950 -3.190 4.506
O -4.963 -2.742 3.995
O -3.025 -3.950 3.849
H -1.452 -5.063 4.611
H -1.170 -3.312 4.442
H -2.864 -4.776 6.520
H -1.787 -3.376 6.752
*
```

- gap between HOMO and LUMO (eV) = 5.78
- SMILES = CCP(CC)c1c([PH2]=O)cc(P(O)Cl)c2ncc(CCN)nc12.O=C1OCCO1.O=C1OCCO1

---

6.
Below is a 3-piece molecular cluster, C4H12B3N3O9 overall in a non-equilibrium geometry, with properties calculated with ωB97M-V with the def2-TZVPD basis set.

The geometry in ORCA input format:
```
! RIJCOSX wB97M-V def2-TZVPD def2/J DEFGRID3
* xyz 0 1
C -1.409 -1.654 1.818
C -1.789 -3.159 1.863
B -0.541 -3.930 1.361
O 0.581 -4.059 2.192
B 1.818 -4.021 1.606
O 1.954 -4.566 0.336
B 0.856 -4.344 -0.476
O 1.003 -3.998 -1.796
N 2.216 -3.226 -2.145
O 1.997 -2.096 -2.098
O -0.409 -4.412 0.065
H -0.708 -1.436 1.009
H -2.282 -1.029 1.663
H -0.930 -1.362 2.750
H -2.676 -3.351 1.264
H -1.985 -3.448 2.897
H 2.744 -3.472 2.110
C -0.468 1.782 -1.357
N -1.827 1.714 -0.753
O -2.704 2.397 -1.234
O -1.964 0.959 0.191
H -0.489 2.496 -2.171
H 0.212 2.095 -0.572
H -0.222 0.780 -1.699
C 1.349 6.430 -0.776
N 0.559 5.244 -1.210
O -0.249 4.782 -0.432
O 0.781 4.816 -2.324
H 1.041 6.692 0.228
H 2.397 6.151 -0.823
H 1.144 7.226 -1.486
*
```

- gap between HOMO and LUMO (eV) = 10.30
- SMILES = CCB1OBOB(ON=O)O1.C[N+](=O)[O-].C[N+](=O)[O-]

---

7.
Below is C30H25Cl2N10O3SSc as an isolated structure, with properties calculated with ωB97M-V with the def2-TZVPD basis set.

The geometry in ORCA input format:
```
! RIJCOSX wB97M-V def2-TZVPD def2/J DEFGRID3
* xyz 2 1
Sc -1.756 -0.546 1.811
Cl -8.870 0.901 1.124
C -7.183 0.606 1.001
C -6.498 0.991 -0.152
C -5.140 0.757 -0.289
Cl -4.320 1.246 -1.720
C -4.423 0.118 0.722
O -3.133 -0.153 0.567
C -5.113 -0.222 1.915
C -4.442 -0.709 3.072
O -3.197 -0.818 3.198
C -6.499 0.007 2.035
H -7.032 1.477 -0.957
H -5.049 -0.991 3.937
H -7.016 -0.269 2.944
C -0.092 4.368 0.162
N -0.443 3.322 1.116
C -1.316 2.337 0.998
N -1.351 1.636 2.137
C -0.454 2.290 2.930
N 0.117 3.305 2.346
C 0.665 3.907 -1.066
C 0.962 4.910 -1.985
C 1.671 4.621 -3.136
C 2.084 3.324 -3.384
C 1.786 2.312 -2.474
C 1.073 2.601 -1.308
C 2.282 0.974 -2.828
N 3.089 0.727 -3.795
N 3.277 -0.641 -3.821
C 2.577 -1.133 -2.863
O 1.903 -0.162 -2.164
C 2.470 -2.561 -2.545
C 3.252 -3.425 -3.313
C 3.182 -4.789 -3.105
C 2.339 -5.299 -2.131
C 1.570 -4.445 -1.351
C 0.734 -5.073 -0.260
N -0.351 -4.209 0.186
C -0.380 -3.420 1.239
N -1.489 -2.673 1.214
C -2.111 -3.099 0.060
N -1.449 -4.018 -0.580
C 1.629 -3.071 -1.561
H 0.499 5.078 0.737
H -1.016 4.872 -0.125
H -1.890 2.137 0.104
H -0.247 2.018 3.952
H 0.639 5.926 -1.796
H 1.900 5.404 -3.845
H 2.635 3.081 -4.280
H 0.848 1.806 -0.606
H 3.896 -3.015 -4.077
H 3.779 -5.457 -3.710
H 2.279 -6.370 -1.979
H 1.339 -5.284 0.624
H 0.283 -6.008 -0.588
H 0.401 -3.386 1.980
H -3.055 -2.709 -0.283
H 1.021 -2.393 -0.976
S 0.802 -0.472 1.047
C 2.169 0.243 1.785
N 3.197 0.649 1.051
C 4.309 1.138 1.869
C 3.691 1.147 3.284
N 2.419 0.444 3.072
H 3.214 0.517 0.052
H 4.612 2.132 1.546
H 5.161 0.463 1.794
H 3.507 2.158 3.646
H 4.306 0.614 4.004
H 1.746 0.256 3.793
*
```

- gap between HOMO and LUMO (eV) = 6.28

---

8.
Below is C5H8S2 in the gas phase in a non-equilibrium geometry, with properties calculated with ωB97M-V with the def2-TZVPD basis set.

The geometry in ORCA input format:
```
! RIJCOSX wB97M-V def2-TZVPD def2/J DEFGRID3
* xyz 0 1
C -2.068 0.198 -1.515
C 0.536 0.254 -0.457
C 1.552 1.110 -0.231
C 1.241 -0.523 1.745
C 0.155 -0.632 0.624
H -2.424 1.145 -1.000
H -2.546 0.087 -2.517
H -2.307 -0.713 -0.914
H 1.977 1.829 -0.911
H 1.915 -1.381 1.806
H 0.774 -0.433 2.739
H 0.252 -1.647 0.226
H -0.892 -0.529 0.962
S -0.347 0.252 -1.987
S 2.180 0.984 1.429
*
```

- gap between HOMO and LUMO (eV) = 8.46
- SMILES = CSC1=CSCC1

---

9.
Below is C5H8 in the gas phase, with properties calculated with ωB97M-V with the def2-TZVPD basis set.

The geometry in ORCA input format:
```
! RIJCOSX wB97M-V def2-TZVPD def2/J DEFGRID3
* xyz 0 1
C 1.394 0.777 0.136
C 0.191 0.040 -0.429
C 0.326 -0.656 -1.557
C -1.505 -0.593 1.328
C -1.101 0.113 0.286
H 1.066 1.252 1.063
H 1.733 1.602 -0.490
H 2.188 0.053 0.311
H 1.317 -0.641 -2.000
H -0.504 -1.067 -2.115
H -0.822 -1.219 1.892
H -2.500 -0.478 1.731
H -1.784 0.818 -0.155
*
```

- gap between HOMO and LUMO (eV) = 10.50
- SMILES = C=CC(=C)C

---

10.
Below is a 2-piece molecular cluster, C2H4N3O overall in a non-equilibrium geometry, with properties calculated with ωB97M-V with the def2-TZVPD basis set.

The geometry in ORCA input format:
```
! RIJCOSX wB97M-V def2-TZVPD def2/J DEFGRID3
* xyz 1 1
C -0.772 1.330 0.075
C -0.916 0.074 -0.521
N 0.346 1.197 0.899
N 0.855 0.007 0.738
N 0.087 -0.671 -0.027
O 0.808 -2.964 -0.703
H -1.393 2.239 -0.020
H -1.420 -0.496 -1.216
H 0.732 1.718 1.676
H 1.673 -2.435 -0.901
*
```

- gap between HOMO and LUMO (alpha / beta) (eV) = 9.84 / 6.68

---

11.
Below is C33H35I3N2O6S as an isolated structure in a non-equilibrium geometry, with properties calculated with ωB97M-V with the def2-TZVPD basis set.

The geometry in ORCA input format:
```
! RIJCOSX wB97M-V def2-TZVPD def2/J DEFGRID3
* xyz 0 1
C -1.131 5.165 -0.037
C -1.778 4.216 1.121
C -0.587 3.420 1.850
C -0.888 2.994 3.370
C -2.004 1.846 3.543
C -1.403 0.420 4.039
C -0.365 -0.075 2.907
C -0.534 -1.594 2.458
C -1.215 -1.930 1.082
C -1.795 -0.769 0.118
I -0.536 0.353 -1.242
C -3.217 -0.553 0.237
C -4.107 -1.466 1.248
I -4.267 0.975 -0.908
C -1.383 -3.417 0.539
C -2.054 -3.699 -0.913
C -0.837 -3.511 -1.984
C -0.873 -4.646 -3.159
O 0.481 -4.711 -3.684
C 0.527 -5.259 -4.995
C 1.797 -6.178 -5.424
O -0.332 -5.061 -5.904
C -0.914 -4.633 1.373
I -1.167 -6.704 0.724
C -0.223 -4.325 2.759
N 0.344 -5.246 3.721
S 0.984 -4.292 4.977
N 0.638 -2.667 4.554
C -0.030 -2.848 3.286
H -0.364 4.582 -0.683
H -0.577 6.052 0.431
H -1.914 5.590 -0.753
H -2.406 3.433 0.547
H -2.420 4.844 1.834
H 0.331 4.134 1.876
H -0.279 2.552 1.161
H -1.301 3.940 3.899
H 0.076 2.690 3.923
H -2.708 2.195 4.393
H -2.582 1.642 2.572
H -2.207 -0.342 4.319
H -0.779 0.616 4.998
H -0.514 0.594 1.989
H 0.707 0.149 3.289
H -3.616 -1.595 2.272
H -5.143 -1.003 1.388
H -4.251 -2.510 0.784
H -2.561 -4.720 -0.974
H -2.825 -2.875 -1.182
H 0.139 -3.737 -1.399
H -0.800 -2.453 -2.426
H -1.193 -5.650 -2.692
H -1.662 -4.290 -3.905
H 2.707 -6.022 -4.751
H 1.502 -7.280 -5.570
H 2.113 -5.807 -6.477
C 2.512 5.322 4.076
C 3.443 6.262 3.906
C 4.883 5.927 3.925
O 5.733 6.784 3.772
C 5.250 4.511 4.137
C 4.319 3.571 4.307
C 2.880 3.906 4.288
O 2.029 3.049 4.441
H 1.453 5.549 4.065
H 3.191 7.303 3.748
H 6.309 4.283 4.148
H 4.571 2.530 4.465
C 0.051 -0.166 -5.168
C 0.134 -1.043 -6.170
C 1.157 -0.904 -7.228
O 1.232 -1.701 -8.143
C 2.085 0.243 -7.132
C 2.002 1.120 -6.130
C 0.980 0.981 -5.072
O 0.906 1.781 -4.156
H -0.692 -0.252 -4.385
H -0.538 -1.889 -6.255
H 2.828 0.329 -7.915
H 2.674 1.965 -6.045
*
```

- gap between HOMO and LUMO (eV) = 6.68

---

12.
Below is C4H7N3O as an isolated structure in a non-equilibrium geometry, with properties calculated with ωB97M-V with the def2-TZVPD basis set.

The geometry in ORCA input format:
```
! RIJCOSX wB97M-V def2-TZVPD def2/J DEFGRID3
* xyz 0 1
C -0.038 -2.418 0.530
C -0.087 -0.943 0.115
C 0.458 2.215 1.459
C -0.191 -0.130 -1.023
H 0.526 -3.096 -0.277
H 0.646 -2.401 1.489
H -1.334 -2.792 0.725
H -0.419 2.910 2.040
H 1.056 3.117 0.870
H 0.862 1.870 2.499
H -0.067 -0.342 -3.300
N 0.276 -0.069 1.108
N 0.065 1.173 0.640
N -0.186 1.124 -0.656
O -0.402 -0.901 -2.273
*
```

- gap between HOMO and LUMO (eV) = 9.41